{"formula": "C30H52BCl2F3N4O6P", "method": "the ωB97M-V functional and the def2-TZVPD basis", "species": ["C", "C", "C", "C", "C", "C", "C", "C", "N", "C", "C", "C", "C", "O", "O", "C", "C", "C", "C", "Cl", "C", "C", "Cl", "C", "C", "F", "F", "F", "C", "B", "O", "O", "C", "C", "C", "N", "P", "N", "H", "H", "H", "H", "H", "H", "H", "H", "H", "H", "H", "H", "H", "H", "H", "H", "H", "H", "H", "H", "H", "H", "H", "H", "H", "H", "H", "H", "H", "H", "H", "H", "H", "H", "H", "H", "H", "H", "H", "H", "H", "H", "H", "H", "H", "H", "H", "C", "C", "C", "C", "C", "C", "N", "O", "O", "H", "H", "H", "H", "H"], "xyz": [[-4.634, -0.925, -7.085], [-3.123, -0.735, -6.975], [-2.552, -1.292, -5.675], [-1.020, -1.198, -5.628], [-0.460, -1.187, -4.204], [-0.301, 0.228, -3.652], [0.124, 0.218, -2.185], [-0.019, 1.629, -1.623], [0.220, 1.842, -0.102], [0.745, 0.597, 0.508], [1.169, 0.633, 1.984], [2.515, -0.087, 2.269], [2.266, -1.420, 2.937], [1.959, -1.491, 4.097], [2.421, -2.531, 2.181], [1.395, -2.798, 1.215], [0.027, -3.039, 1.837], [1.138, 3.052, -0.001], [2.629, 3.014, -0.431], [3.051, 1.837, -1.697], [3.574, 2.983, 0.816], [4.105, 4.391, 1.066], [4.964, 1.886, 0.689], [0.254, 4.268, -0.383], [0.605, 5.047, -1.647], [1.030, 4.293, -2.666], [1.605, 5.899, -1.364], [-0.430, 5.777, -2.060], [-1.214, 3.807, -0.156], [-2.371, 4.057, -1.254], [-3.580, 4.524, -0.803], [-2.158, 3.768, -2.582], [-1.119, 2.379, 0.444], [-2.296, 1.438, 0.158], [-2.510, 0.200, 1.058], [-3.678, 0.380, 1.931], [-1.266, 2.797, 2.311], [-2.588, 3.475, 2.759], [-4.902, -1.943, -6.798], [-4.989, -0.760, -8.100], [-5.149, -0.246, -6.404], [-2.865, 0.325, -7.047], [-2.630, -1.230, -7.816], [-2.834, -2.344, -5.608], [-2.977, -0.758, -4.818], [-0.628, -2.080, -6.140], [-0.678, -0.337, -6.207], [0.513, -1.683, -4.181], [-1.151, -1.732, -3.557], [0.406, 0.800, -4.255], [-1.273, 0.730, -3.737], [-0.552, -0.460, -1.655], [1.138, -0.163, -2.088], [0.649, 2.275, -2.172], [-1.016, 1.946, -1.883], [1.609, 0.281, -0.071], [0.002, -0.183, 0.374], [0.413, 0.113, 2.574], [1.222, 1.633, 2.407], [3.106, -0.234, 1.368], [3.087, 0.504, 2.981], [1.384, -2.004, 0.461], [1.731, -3.696, 0.701], [-0.123, -2.472, 2.754], [-0.744, -2.739, 1.121], [-0.129, -4.098, 2.029], [1.237, 3.199, 1.074], [2.833, 3.975, -0.893], [3.027, 2.666, 1.701], [4.507, 4.474, 2.074], [4.899, 4.621, 0.357], [3.316, 5.138, 0.952], [0.461, 4.991, 0.406], [-1.554, 4.466, 0.647], [-3.706, 5.475, -0.889], [-2.827, 3.190, -2.968], [-2.215, 1.057, -0.860], [-3.225, 2.010, 0.180], [-1.643, -0.050, 1.667], [-2.662, -0.660, 0.395], [-4.509, 0.164, 1.387], [-3.666, -0.350, 2.637], [-0.151, 3.645, 2.519], [-0.962, 1.665, 3.077], [-3.306, 3.587, 2.055], [2.718, -4.795, 4.843], [3.289, -5.977, 4.388], [2.721, -7.197, 4.721], [1.584, -7.204, 5.506], [1.003, -6.042, 5.975], [1.580, -4.828, 5.638], [0.962, -8.498, 5.846], [1.501, -9.503, 5.437], [-0.053, -8.473, 6.508], [3.157, -3.844, 4.577], [4.175, -5.950, 3.769], [3.152, -8.124, 4.375], [0.117, -6.084, 6.591], [1.143, -3.905, 5.992]], "mulliken_charge": [-1.280, -0.466, -0.419, -1.033, -0.720, -0.910, -0.942, -0.501, 1.460, -2.040, -1.373, -1.050, -0.484, -0.486, -0.357, 0.363, -0.975, -1.420, -0.718, -0.053, 0.543, -1.546, -0.140, 0.002, 0.363, -0.234, -0.281, -0.288, -0.973, 1.239, -0.617, -0.695, -0.013, -0.997, -0.568, -0.612, 0.847, -0.936, 0.327, 0.371, 0.306, 0.314, 0.319, 0.340, 0.219, 0.477, 0.450, 0.410, 0.384, 0.440, 0.248, 0.192, 0.476, 0.786, -0.173, 1.414, 0.851, 0.410, 1.095, 0.574, 0.419, -0.288, 0.424, 0.307, 0.233, 0.373, 0.775, 0.733, -0.065, 0.426, 0.422, 0.336, 0.824, 0.696, 0.342, 0.320, 0.569, 0.776, 0.142, 0.418, 0.288, 0.257, 0.034, 0.044, 0.290, -0.338, -0.572, -0.321, 0.075, -0.366, -0.436, 1.008, -0.602, -0.603, 0.368, 0.401, 0.462, 0.462, 0.442], "total_charge": 1, "gap_ev": 9.01, "energy_ha": -3430.6677, "e_lumo_ev": -2.43, "e_homo_ev": -11.43, "spin_multiplicity": 1}